1.
A molecular structure, C26H43N9O3PdS. Source: the Open Molecules 2025 dataset; level of theory: wB97M-V/def2-TZVPD.

Last column: Mulliken charge in e.
Positions of all 83 atoms, in Å:
Pd 0.341 0.675 -0.250  -0.55
N -0.111 0.618 1.967  0.00
C -1.319 -0.082 2.394  0.85
C -1.295 -0.552 3.863  -1.10
C 0.000 -1.215 4.335  -0.77
C 0.494 -2.423 3.526  0.24
N -0.558 -3.281 2.988  0.10
C -1.501 -3.853 3.699  0.60
N -2.647 -4.201 3.098  -0.42
N -1.315 -4.095 5.009  -0.36
C -1.676 -1.305 1.518  0.13
O -2.808 -1.802 1.739  -0.97
O -0.790 -1.782 0.767  -0.79
H 0.752 0.165 2.243  -0.10
H -0.078 1.570 2.308  0.13
H -2.139 0.629 2.281  0.15
H -2.141 -1.228 4.005  0.25
H -1.473 0.302 4.521  0.53
H -0.125 -1.495 5.384  0.42
H 0.817 -0.489 4.329  0.47
H 1.193 -3.016 4.124  0.56
H 1.060 -2.106 2.653  -1.10
H -0.769 -3.088 1.995  0.36
H -2.949 -3.536 2.343  0.31
H -3.372 -4.612 3.660  0.22
H -0.398 -4.007 5.409  0.19
H -2.036 -4.518 5.562  0.20
C 3.214 -4.962 1.375  -1.81
C 3.113 -3.493 1.066  1.07
C 3.707 -2.542 1.889  -0.80
C 3.605 -1.186 1.603  -0.95
C 2.918 -0.776 0.472  0.12
C 2.320 -1.706 -0.368  0.01
C 2.420 -3.054 -0.061  -0.85
S 2.774 1.004 0.174  1.48
C 4.418 1.134 -0.600  -1.34
O 2.963 1.644 1.515  -0.83
H 3.510 -5.131 2.410  0.36
H 3.956 -5.446 0.736  0.40
H 2.261 -5.466 1.205  0.38
H 4.246 -2.864 2.775  0.36
H 4.033 -0.437 2.259  0.51
H 1.739 -1.370 -1.220  0.27
H 1.924 -3.777 -0.698  0.37
H 5.161 0.764 0.106  0.43
H 4.594 2.185 -0.826  0.44
H 4.422 0.543 -1.516  0.32
N 0.135 3.580 -1.196  0.20
C -1.047 4.018 -0.690  0.70
C -1.459 5.357 -0.863  -0.98
C -2.676 5.747 -0.359  -0.32
C -3.478 4.820 0.308  -0.85
C -2.985 3.535 0.428  -0.22
N -1.809 3.127 -0.047  0.23
H 0.797 4.250 -1.541  0.22
H 0.465 2.628 -0.967  -0.38
H -0.820 6.056 -1.389  0.37
H -3.006 6.771 -0.483  0.38
H -4.441 5.086 0.718  0.42
H -3.568 2.773 0.938  0.37
C -3.250 0.772 -4.022  -0.79
C -2.892 1.126 -2.590  -0.47
N -1.568 0.613 -2.340  0.63
C -0.532 0.787 -3.206  0.15
N 0.672 0.639 -2.742  0.15
C 1.769 0.741 -3.678  -0.66
C 1.479 1.754 -4.773  -0.78
C 0.198 1.347 -5.476  -0.79
N -0.854 1.078 -4.508  0.22
C -2.210 1.388 -4.939  -0.75
H -4.241 1.143 -4.289  0.39
H -3.245 -0.314 -4.131  0.34
H -3.575 0.666 -1.877  0.28
H -2.946 2.214 -2.444  0.22
H -1.220 0.503 -1.373  -0.29
H 1.995 -0.234 -4.134  0.31
H 2.665 1.034 -3.123  0.05
H 2.297 1.819 -5.493  0.40
H 1.344 2.738 -4.316  0.27
H 0.373 0.459 -6.097  0.27
H -0.148 2.142 -6.141  0.45
H -2.329 1.022 -5.962  0.45
H -2.347 2.478 -4.968  0.33

The calculation puts the frontier orbital gap at 5.560 eV. The net charge is 0. As for the HOMO energy: -5.42 eV. The calculation puts the energy above the lowest of the compared OMol25 structures with the same formula, charge and spin at 58.0 kJ/mol.

=====

2.
A molecular structure, C32H40F5NP2RuSe in a non-equilibrium geometry. Source: the Open Molecules 2025 dataset; level of theory: wB97M-V/def2-TZVPD.

Last column: Mulliken charge in e.
Positions of all 82 atoms, in Å:
Ru 0.164 -0.257 -0.970  -0.82
C -3.925 2.614 -1.509  -1.59
C -2.818 1.650 -1.990  0.80
C -3.404 0.503 -2.839  -1.16
P -1.762 1.026 -0.658  1.42
C -1.256 2.626 0.223  0.34
C -1.750 2.683 1.671  -1.38
C 0.249 2.917 0.172  -1.91
C -2.650 -0.028 0.525  -0.68
C -3.947 0.183 0.952  0.17
C -4.530 -0.604 1.961  0.47
C -5.967 -0.387 2.425  -1.71
C -3.736 -1.577 2.556  -1.10
C -2.455 -1.833 2.110  -0.61
C -1.931 -1.105 1.040  -0.28
N -0.639 -1.381 0.455  0.82
C 0.054 -2.637 0.656  0.03
C -0.572 -3.877 0.809  -0.20
C 0.196 -5.002 1.055  -0.83
C 1.587 -4.926 1.184  -0.02
C 2.437 -6.159 1.515  -1.61
C 2.191 -3.681 0.976  -0.34
C 1.446 -2.551 0.691  -0.60
P 2.034 -0.861 0.414  1.31
C 3.699 -0.684 -0.366  0.83
C 4.386 -2.029 -0.677  -1.58
C 3.686 0.219 -1.619  -1.53
C 2.256 -0.187 2.085  0.11
C 0.962 -0.270 2.907  -1.19
C 3.404 -0.924 2.802  -1.25
H -4.146 3.320 -2.315  0.42
H -3.672 3.207 -0.625  0.41
H -4.849 2.063 -1.302  0.47
H -2.103 2.199 -2.586  0.70
H -4.095 -0.111 -2.242  0.23
H -2.635 -0.148 -3.252  0.03
H -3.972 0.920 -3.680  0.49
H -1.741 3.398 -0.357  0.78
H -1.352 1.856 2.272  0.14
H -2.847 2.643 1.741  0.29
H -1.421 3.628 2.135  0.49
H 0.789 2.262 0.800  0.35
H 0.445 3.935 0.535  0.53
H 0.653 2.869 -0.821  0.37
H -4.533 0.998 0.528  0.12
H -6.422 0.481 1.951  0.35
H -6.016 -0.255 3.510  0.40
H -6.579 -1.262 2.187  0.38
H -4.133 -2.154 3.393  0.46
H -1.853 -2.587 2.603  0.60
H -1.651 -3.964 0.680  0.66
H -0.294 -5.976 1.140  0.49
H 1.861 -6.918 2.055  0.41
H 3.314 -5.894 2.119  0.39
H 2.807 -6.626 0.591  0.33
H 3.274 -3.612 1.055  0.38
H 4.244 -0.152 0.392  0.73
H 3.739 -2.698 -1.254  0.30
H 4.710 -2.552 0.228  0.30
H 5.284 -1.836 -1.283  0.49
H 3.367 -0.318 -2.497  0.27
H 4.710 0.578 -1.799  0.49
H 3.062 1.087 -1.509  0.37
H 2.524 0.850 1.934  0.65
H 0.735 -1.317 3.172  0.27
H 0.103 0.140 2.382  -0.20
H 1.082 0.289 3.843  0.60
H 3.145 -1.981 2.973  0.32
H 3.557 -0.462 3.784  0.45
H 4.361 -0.879 2.273  0.35
F -1.097 -4.373 -6.156  -0.33
C -0.561 -3.888 -5.020  0.89
C -1.225 -4.058 -3.707  -0.89
F -0.640 -4.439 -2.615  -0.06
C -1.099 -2.689 -4.230  0.79
F -2.201 -2.028 -4.624  -0.37
C 0.136 -1.850 -3.787  0.07
Se 0.038 -0.030 -3.295  -0.05
C 1.205 -2.517 -4.203  0.34
F 2.451 -2.173 -4.016  -0.34
C 0.850 -3.667 -4.937  0.20
F 1.676 -4.454 -5.439  -0.23

The calculation puts the frontier orbital gap (spin up / spin down) at 4.532 / 4.538 eV. The net charge is +2. As for the HOMO energy (spin up / spin down): -12.88 / -12.89 eV.

=====

3.
A molecular structure, C11H14Br2CrNO7P. Source: the Open Molecules 2025 dataset; level of theory: wB97M-V/def2-TZVPD.

Last column: Mulliken charge in e.
Positions of all 37 atoms, in Å:
Cr -0.133 -1.324 -0.351  0.31
O -1.164 -0.462 3.387  -0.61
C -0.632 -0.706 2.345  0.63
O -1.204 -1.238 1.265  -0.43
C 0.845 -0.419 2.119  0.23
C 1.802 -0.060 3.041  -0.78
C 3.121 0.051 2.600  -0.30
C 3.466 -0.201 1.272  -0.70
C 2.457 -0.550 0.403  0.13
N 1.208 -0.629 0.855  0.25
C 2.546 -0.930 -1.066  0.51
O 3.582 -0.888 -1.661  -0.59
O 1.363 -1.303 -1.554  -0.32
H 1.513 0.112 4.069  0.59
H 3.895 0.323 3.307  0.47
H 4.484 -0.143 0.911  0.58
Br 0.357 -3.959 0.363  0.00
C -1.440 -4.172 -0.312  -0.60
Br -1.769 -2.838 -1.685  -0.02
H -2.135 -3.983 0.494  0.37
H -1.537 -5.150 -0.762  0.46
C 0.224 1.333 -2.991  -0.72
O -0.342 1.794 -1.730  -0.38
P -1.086 0.786 -0.769  1.15
O -2.497 0.432 -1.366  -0.18
C -3.510 1.449 -1.604  -0.75
O -1.340 1.671 0.496  -0.27
C -0.599 2.857 0.878  -0.65
H 0.067 2.128 -3.710  0.30
H -0.269 0.425 -3.335  0.33
H 1.284 1.143 -2.858  0.24
H -4.213 1.020 -2.309  0.27
H -3.055 2.343 -2.025  0.34
H -4.004 1.675 -0.664  0.28
H -1.080 3.226 1.776  0.25
H -0.641 3.593 0.081  0.30
H 0.436 2.592 1.091  0.31

The calculation puts the frontier orbital gap (spin up / spin down) at 9.046 / 9.014 eV. The net charge is +1. As for the HOMO energy (spin up / spin down): -13.22 / -13.26 eV. As for the expectation value of S²: 3.792. As for the multiplicity: 4. The calculation puts the energy above the lowest of the compared OMol25 structures with the same formula, charge and spin at 0.0 kJ/mol.

=====

4.
A single C4H7N3 molecule. Source: the Open Molecules 2025 dataset; level of theory: wB97M-V/def2-TZVPD.

Last column: Mulliken charge in e.
Positions of all 14 atoms, in Å:
C 2.225 0.188 0.675  -0.95
N 1.367 -0.048 -0.612  -0.01
C -0.045 -0.085 -0.325  0.25
N -0.888 0.416 -1.207  -0.80
N -2.083 0.237 -0.633  0.29
C -2.005 -0.360 0.580  -0.59
C -0.670 -0.587 0.827  -0.34
H 1.655 -0.964 -0.956  0.34
H 3.181 0.524 0.233  0.17
H 1.769 1.105 1.084  0.17
H 1.473 0.601 -1.405  0.37
H -2.906 0.558 -1.117  0.22
H -2.890 -0.569 1.165  0.43
H -0.185 -1.015 1.691  0.46

The calculation puts the frontier orbital gap at 7.517 eV. The net charge is 0. As for the HOMO energy: -6.71 eV. The calculation puts the energy above the lowest of the compared OMol25 structures with the same formula, charge and spin at 324.7 kJ/mol.

=====

5.
A single C5H8O2 molecule. Source: the Open Molecules 2025 dataset; level of theory: wB97M-V/def2-TZVPD.

Last column: Mulliken charge in e.
Positions of all 15 atoms, in Å:
C -1.620 -0.015 0.871  -0.73
C -0.992 0.046 -0.499  0.02
O -0.254 1.162 -0.866  -0.40
C 1.177 1.157 -0.669  -0.21
C 1.877 -0.121 -0.520  -0.66
O 0.751 -0.602 1.120  -0.53
C -0.491 -0.934 0.534  0.02
H -1.377 0.802 1.544  0.25
H -2.619 -0.429 0.977  0.27
H -1.564 -0.370 -1.327  0.33
H 1.406 1.830 0.165  0.27
H 1.633 1.588 -1.576  0.34
H 1.298 -0.856 -1.119  0.30
H 1.448 -1.258 0.959  0.44
H -0.671 -2.000 0.407  0.28

The calculation puts the frontier orbital gap at 9.410 eV. The net charge is 0. As for the HOMO energy: -8.73 eV. The calculation puts the energy above the lowest of the compared OMol25 structures with the same formula, charge and spin at 570.9 kJ/mol.

=====

6.
10 unconnected molecules or ions with the total composition H20O10 in a non-equilibrium geometry. Source: the Open Molecules 2025 dataset; level of theory: wB97M-V/def2-TZVPD.

Last column: Mulliken charge in e.
Positions of all 30 atoms, in Å:
H -0.400 0.100 1.396  0.29
H 0.855 0.390 0.589  0.28
H -4.107 -1.283 2.555  0.32
H -3.324 -2.311 1.755  0.30
H -2.880 3.560 1.248  0.32
H -3.006 4.131 2.651  0.30
H 3.006 -0.396 -3.640  0.33
H 1.746 0.128 -2.971  0.27
H -0.142 -0.762 -3.187  0.28
H -0.117 -2.239 -2.830  0.33
H 0.496 -3.819 0.315  0.32
H -0.797 -3.772 -0.482  0.30
H 1.659 2.440 1.326  0.32
H 0.528 3.455 1.365  0.24
H 5.017 -0.825 1.914  0.32
H 4.015 -0.409 0.849  0.31
H 0.414 3.813 -0.594  0.28
H -0.180 2.998 -1.731  0.30
H -1.593 -2.251 0.827  0.23
H -1.681 -2.390 -0.684  0.31
O 0.305 -0.337 0.904  -0.60
O -4.086 -1.723 1.698  -0.61
O -2.381 3.694 2.061  -0.61
O 2.311 0.264 -3.740  -0.61
O -0.722 -1.513 -3.019  -0.60
O -0.040 -4.338 -0.295  -0.63
O 0.801 2.607 1.732  -0.57
O 4.941 -0.315 1.100  -0.64
O 0.566 3.021 -1.122  -0.58
O -1.207 -1.917 0.009  -0.50

The calculation puts the frontier orbital gap at 10.752 eV. The net charge is 0. As for the HOMO energy: -10.77 eV. As for the SMILES: O.O.O.O.O.O.O.O.O.O. The calculation puts the energy above the lowest of the compared OMol25 structures with the same formula, charge and spin at 426.6 kJ/mol.